{"formula": "C21H74F2N28Na3O33PS4V", "method": "the ωB97M-V functional and the def2-TZVPD basis", "total_charge": -3, "multiplicity": 3, "gap_ev": [4.9655, 4.9643], "species": ["O", "C", "N", "N", "N", "H", "H", "H", "H", "H", "F", "F", "H", "N", "N", "O", "H", "H", "H", "H", "H", "C", "N", "O", "H", "H", "O", "O", "H", "N", "O", "N", "H", "H", "H", "N", "H", "N", "H", "N", "S", "H", "N", "C", "H", "C", "O", "H", "H", "H", "H", "H", "H", "C", "N", "C", "C", "O", "O", "N", "O", "H", "H", "H", "O", "O", "C", "H", "O", "O", "H", "O", "H", "N", "S", "H", "C", "O", "H", "S", "O", "H", "H", "H", "H", "H", "N", "H", "H", "H", "H", "H", "C", "C", "H", "H", "N", "N", "O", "C", "H", "H", "C", "H", "H", "O", "C", "H", "H", "H", "C", "N", "O", "O", "N", "O", "H", "H", "Na", "C", "N", "N", "H", "H", "H", "N", "H", "H", "C", "H", "H", "H", "O", "H", "H", "O", "O", "O", "O", "P", "N", "H", "H", "O", "O", "O", "C", "H", "H", "H", "H", "C", "S", "N", "H", "O", "N", "N", "Na", "C", "N", "O", "Na", "O", "H", "C", "V"], "xyz": [[-4.93028, 0.36707, 0.90120], [-2.79679, -0.37493, 5.31800], [-1.82086, 0.24865, 4.72426], [-2.96942, 5.69233, -0.46775], [-6.19446, 5.05404, -0.08517], [5.30766, 0.55630, -2.48503], [6.14092, -5.44279, 2.40848], [-2.88475, -2.04034, -0.99805], [4.12117, 1.56843, -0.18755], [-2.35362, 0.01375, -0.82365], [-2.76830, 2.02941, -4.46536], [-0.60635, 3.08176, -4.59172], [-6.14254, -1.64640, 3.78780], [2.48113, 3.10688, 3.80067], [-3.33005, 0.18910, -0.63409], [1.39012, -3.28163, 3.48568], [-7.03819, -0.21702, -2.70812], [-3.40032, -3.72779, 1.76021], [3.98238, -0.95738, 5.38476], [-3.24871, -0.87223, 2.23155], [6.60245, -0.05013, -0.28907], [-1.20125, -4.42388, 0.46580], [5.69284, -4.55901, 2.60408], [3.78053, 4.91025, 3.92808], [0.69993, -1.54409, -7.62648], [5.71960, 3.30324, 2.64055], [-4.76371, 1.18862, -2.78204], [1.93728, -4.22472, -3.07010], [-6.37699, 3.84824, -2.15191], [1.58859, 3.95764, -1.18639], [2.62781, 0.38570, 2.98492], [-0.64353, -3.25400, 0.58076], [-4.30253, -3.48193, -3.47922], [0.66002, 4.41752, 3.65027], [-3.10841, -1.97885, 6.49613], [-5.27940, 1.10249, -4.98077], [-3.70864, 5.69685, -1.15597], [-2.93118, -0.59938, 1.31241], [2.31355, -1.97815, -7.27757], [-5.19426, -1.90093, 3.55101], [-1.72249, 3.51022, 3.14106], [1.41784, 0.59197, -6.05973], [4.74709, 0.44742, 3.49664], [5.53407, -0.04756, -0.50506], [2.62550, -4.93649, -0.33139], [5.19131, 1.37444, -0.11498], [-1.77384, 3.13897, -2.41178], [-0.59812, -4.27050, -1.35629], [1.44606, -7.27335, -2.19112], [-3.93432, 0.45042, -1.40004], [1.32313, 5.89693, 4.28155], [-4.42475, -1.41099, 3.98451], [2.29045, -0.60474, 5.03033], [2.64997, 4.37347, 3.94752], [-3.67032, -2.77001, -3.81622], [-4.90504, -2.79914, 2.62904], [-5.51439, 0.80588, -3.68855], [-0.57190, -0.49729, -0.94380], [1.91513, -3.38821, -0.75418], [-6.66458, 0.17790, -3.55932], [-0.59764, -3.41674, 4.87832], [6.16852, 3.69756, 0.88696], [1.53527, 2.83138, 3.57804], [3.21429, -5.79322, 1.05003], [-0.83435, 0.85672, -3.22797], [2.02598, 5.78543, 0.19634], [1.93185, -0.03499, -5.33116], [-4.13610, -3.12235, -1.50865], [-2.65103, 3.62684, 4.26330], [-2.14760, 2.50135, 2.14050], [3.23214, -3.17741, 3.77821], [0.15361, -2.82611, -2.16701], [5.45544, 0.00724, 4.06637], [1.71060, -6.51419, -1.57973], [1.57357, -3.12266, -2.17564], [-3.56387, -2.52767, -4.79092], [5.58153, 3.09450, 1.57967], [-1.79905, -5.02239, 1.34106], [-5.99410, 5.73312, 0.63511], [0.21643, -2.55777, 4.04723], [-1.52385, 4.86102, 2.52375], [2.08727, 2.07454, -2.91934], [-6.00494, 1.23674, -5.67047], [2.00364, -2.10414, -4.81438], [4.23825, -0.69059, -2.24867], [3.90887, -1.17480, -0.12012], [3.26825, -0.57963, 4.77860], [-4.37052, 1.54013, -5.03091], [1.89717, 4.41085, -2.03461], [-1.85925, 1.20819, 4.41137], [-3.09694, 5.90811, 0.51066], [0.93362, -3.06357, -7.10989], [1.37108, -1.47625, -5.44186], [3.48838, 0.09019, 3.69104], [-1.64092, -2.07658, 5.57325], [4.79298, 1.27006, 2.91248], [2.84743, -5.81775, 0.10933], [1.45370, 4.93636, 3.99810], [-0.49464, -1.95679, 2.89930], [5.25388, -0.40525, -1.97450], [-2.05018, -0.94994, 0.96450], [1.45178, 2.95851, -1.13049], [-2.93626, -2.29221, -2.86992], [5.80638, -1.23735, -2.41090], [4.69586, -0.65854, 1.14983], [0.04665, 1.63179, 0.08703], [2.24037, -6.79413, -0.46796], [4.54225, 3.40384, 1.46873], [4.91019, -2.61895, 3.26442], [-0.26243, -2.90313, -0.28627], [1.30190, -2.06355, -6.88090], [-1.10120, 6.18202, 0.28740], [-0.45081, 3.01947, 3.60318], [0.58687, -1.32037, 4.74940], [-5.93368, 3.32614, -1.40963], [-3.91462, 0.08048, 5.36224], [2.14420, 2.46695, -4.56662], [-0.85426, -2.77510, 1.44468], [1.74053, -2.51650, 1.39836], [-1.85841, 6.14544, -0.72415], [-0.03841, -1.51747, -4.95926], [1.31352, 3.81958, 0.87435], [-1.16708, 5.63843, 1.13609], [6.19910, -3.78512, 3.01015], [1.83425, -5.62008, -2.03291], [-2.43631, -1.53769, 5.88477], [0.94428, 2.91002, 0.63675], [-0.93878, -0.23012, 4.61107], [1.64307, 4.59909, -0.04778], [5.72114, 2.07554, -0.75984], [-2.97018, -2.50116, 2.90997], [1.10744, 4.34530, 1.71176], [-1.96863, -1.47748, -2.97798], [-5.42928, 2.46792, -1.58034], [-0.21307, 6.55977, -0.01031], [2.00288, -1.81635, -2.61843], [-4.57904, 3.43181, 0.27291], [-5.76913, -3.35509, 2.10777], [3.62467, -5.35473, 2.72506], [-1.48005, 2.17349, -3.57918], [4.83051, -1.17607, 0.29302], [-0.56000, -0.85065, -5.51006], [3.51990, 1.53143, -3.80257], [1.20481, 0.46512, -1.56679], [1.76140, 0.45490, -3.98080], [5.76826, 1.68363, 1.19009], [2.44255, 1.68172, -3.87200], [-0.47966, -2.37575, -5.25720], [3.21986, 2.42159, 3.86960], [-7.21090, 0.06324, -4.40104], [-6.74443, 5.38749, -0.86392], [4.42625, -4.46332, 2.90776], [0.47598, 0.29199, -0.34033], [-3.27793, -2.63184, -1.71613], [2.92193, 0.20461, -5.71903], [2.25710, -7.93339, -0.08677], [4.13044, -3.25816, 3.32363], [-3.66342, -3.13026, 2.53082], [-1.83701, 3.13487, -0.04830], [-5.52466, 3.89395, -0.37193], [-1.26832, -4.74213, -0.76597], [-1.64257, 6.74098, -1.70485], [0.11579, 0.29789, 2.62700], [1.12839, -0.50031, 0.62841], [-1.93931, -5.40886, -1.12001], [-3.80103, 0.00198, 0.53084], [0.19893, -0.83607, -2.77289]], "forces_ev_per_a": [[0.3, -0.8, -0.5], [-0.2, -0.1, 0.6], [2.9, 1.5, -2.0], [-9.0, -4.4, 2.5], [-1.0, 1.4, -0.1], [0.8, -0.2, -0.9], [-0.3, 0.3, 0.1], [-0.1, -0.4, 0.5], [-0.3, 0.2, 0.4], [-0.2, 0.1, -0.2], [0.8, -0.3, -0.5], [-0.5, -1.6, 0.1], [0.5, 0.0, -0.4], [0.1, -4.7, -0.5], [1.7, 1.0, -5.7], [0.2, 0.2, 0.5], [0.4, 0.4, 0.1], [0.4, -0.1, 0.4], [-0.3, 0.4, -0.1], [0.4, 0.6, -0.4], [0.2, -0.7, -0.1], [-2.3, -0.4, 2.7], [4.1, -0.2, -0.5], [-0.5, 0.2, 0.9], [-0.2, 1.1, 0.4], [0.8, -0.5, -0.1], [-0.8, -1.1, -1.2], [0.0, 1.3, 0.2], [0.1, -0.5, 0.1], [0.6, -0.3, -4.4], [-5.7, 2.5, -5.3], [1.8, 2.2, 0.9], [-0.2, 0.1, -1.0], [-0.7, -0.1, 0.7], [0.1, 0.0, -0.5], [1.5, 0.4, -1.1], [0.2, 0.2, 0.5], [1.4, -1.4, 2.6], [0.2, -0.4, -0.3], [0.6, 2.4, 2.2], [-3.2, 0.6, -0.4], [-1.1, 0.4, 0.2], [2.0, 0.4, -0.7], [-0.6, -2.3, 0.0], [0.4, 0.3, 0.6], [0.4, 0.8, 0.6], [0.3, -2.7, -2.9], [-0.9, -0.5, -0.6], [0.0, 0.1, 0.5], [0.2, 0.3, 0.4], [0.2, -0.2, -0.5], [-0.7, 0.4, 0.5], [-0.5, -1.0, 0.2], [2.4, 2.4, -0.5], [-2.0, -1.7, -3.6], [0.8, 2.2, 3.5], [0.9, 1.5, 1.2], [-4.4, -2.7, -0.1], [0.7, 0.4, -1.7], [-2.6, -1.6, 0.6], [-0.1, -0.3, 0.1], [0.3, 0.3, 0.4], [0.0, -0.8, 0.4], [-0.3, -0.5, 0.1], [-1.0, 1.8, -2.2], [-0.6, -1.2, -1.5], [-1.1, 0.1, -0.2], [0.2, 0.2, 0.2], [0.0, -0.1, -0.3], [-0.4, 0.3, -0.7], [-0.6, 0.9, 0.0], [-4.2, 0.0, -0.9], [0.2, 1.0, -0.3], [-3.2, 1.4, -6.4], [1.6, -3.0, 2.5], [0.0, -0.2, 0.5], [-0.9, -0.8, -1.2], [-0.6, -0.8, 1.3], [0.5, -0.6, -0.1], [0.7, 0.0, -0.5], [0.1, -0.2, -0.2], [0.4, -0.1, 0.1], [0.4, 0.0, 0.3], [-0.3, -0.2, -0.1], [-0.5, -0.1, 1.0], [-0.5, -0.3, -0.1], [-0.5, -2.0, 3.4], [-0.4, 0.3, -0.8], [-0.1, -0.3, 0.2], [-0.7, 0.0, 0.1], [-1.6, -1.1, 0.1], [0.3, -0.5, 1.3], [-0.6, -0.8, -1.5], [3.4, -1.5, 3.1], [0.1, -0.2, 0.2], [1.3, -0.5, -0.2], [1.7, 3.6, 1.2], [-1.0, 3.1, 0.4], [-1.6, -0.1, -1.7], [-0.5, 1.3, -0.3], [-0.2, 0.0, 0.2], [-0.1, 0.2, -0.6], [4.6, 4.2, -0.9], [0.7, 0.4, 0.2], [-0.3, -0.5, 1.0], [-0.2, -1.7, 0.6], [1.6, -2.4, 2.4], [-0.3, -0.2, -0.4], [-1.1, 0.6, 0.5], [-0.3, 0.9, 0.8], [1.5, 1.0, -0.8], [5.8, 0.9, 2.9], [4.0, -1.2, 1.3], [1.3, 0.7, 1.7], [-2.4, -3.1, -5.6], [-2.4, 0.5, 0.7], [0.0, -0.4, -0.7], [0.8, 0.6, 0.4], [-0.2, -0.4, 0.2], [2.5, 2.3, -0.7], [1.1, 0.9, 0.6], [-1.5, -2.2, 5.5], [-0.2, -0.5, 0.6], [0.9, -0.8, -0.4], [0.0, -0.3, 0.0], [-0.4, -1.4, 1.1], [-0.3, 0.1, 0.9], [0.1, 0.0, 0.6], [2.5, 5.2, -0.5], [-0.2, 0.0, -0.7], [0.4, -0.8, 0.0], [-0.2, -0.8, 0.4], [-1.3, -0.8, -1.7], [-0.1, 0.0, -0.7], [0.4, 0.0, 0.8], [2.8, 2.9, -1.6], [-1.1, 0.8, 0.1], [-6.3, -4.4, -5.1], [-0.6, -1.1, 0.4], [0.8, 3.5, 5.1], [1.3, 2.5, -0.3], [-0.1, 0.7, 0.2], [0.1, 0.0, -0.3], [4.3, 1.0, -3.0], [0.7, -0.6, -3.1], [-0.8, 0.5, 0.2], [-0.6, 0.8, 1.9], [0.3, -0.6, 0.7], [-0.3, 0.6, -0.3], [0.1, -0.3, 0.4], [-0.1, 0.3, 0.5], [-2.0, -1.6, -0.8], [-0.8, 3.1, 0.2], [-1.6, -1.4, 5.7], [0.8, -1.1, 0.6], [0.0, -3.8, 1.7], [-0.3, 1.9, 0.8], [4.0, -0.5, -0.6], [-0.6, -0.1, 0.3], [4.0, 2.0, 5.9], [0.1, -2.8, -5.8], [2.3, 3.0, -7.3], [-0.1, 0.4, 0.4], [1.4, -0.6, 2.3], [0.7, -0.1, 0.3], [-3.5, 1.0, 3.5], [-1.1, -0.3, 1.5]], "lowdin_spin": [0.00, 0.00, 0.00, 0.00, 0.00, 0.00, 0.00, 0.00, 0.00, 0.00, 0.00, 0.00, 0.00, 0.00, 0.00, 0.00, 0.00, 0.00, 0.00, 0.00, 0.00, 0.00, 0.00, 0.00, 0.00, 0.00, 0.00, 0.00, 0.00, 0.00, 0.00, 0.00, 0.00, 0.00, 0.00, 0.00, 0.00, 0.00, 0.00, 0.00, 0.00, 0.00, 0.00, 0.00, 0.00, 0.00, 0.00, 0.00, 0.00, 0.00, 0.00, 0.00, 0.00, 0.00, 0.00, 0.00, 0.00, 0.00, 0.00, 0.00, 0.00, 0.00, 0.00, 0.00, 0.01, 0.00, 0.00, 0.00, 0.00, 0.00, 0.00, 0.00, 0.00, 0.00, 0.00, 0.00, 0.00, 0.00, 0.00, 0.00, 0.00, 0.00, 0.00, 0.00, 0.00, 0.00, 0.00, 0.00, 0.00, 0.00, 0.00, 0.00, 0.00, 0.00, 0.00, 0.00, 0.00, 0.00, 0.00, 0.00, 0.00, 0.00, 0.00, 0.00, 0.00, 0.00, 0.00, 0.00, 0.00, 0.00, 0.00, 0.00, 0.00, 0.00, 0.00, 0.00, 0.00, 0.00, 0.00, 0.00, 0.01, 0.00, 0.00, 0.00, 0.00, 0.00, 0.00, 0.00, 0.00, 0.00, 0.00, 0.00, 0.02, 0.00, 0.00, 0.01, 0.00, 0.00, 0.00, 0.00, 0.00, 0.00, 0.00, 0.00, 0.02, 0.00, 0.00, 0.00, 0.00, 0.00, 0.00, 0.00, 0.00, 0.00, 0.00, 0.00, 0.00, 0.00, 0.00, 0.00, 0.00, 0.00, 0.00, 0.00, 0.00, 0.00, 1.91]}